C46H45FN9O6SV | wB97M-V/def2-TZVPD

Structure (ORCA input):
```
! RIJCOSX wB97M-V def2-TZVPD def2/J DEFGRID3
* xyz -1 4
C -1.74714 -3.05560 4.75363
O 3.03976 3.76164 2.82742
C -0.36685 3.60267 6.53069
H 3.23440 -3.58034 -2.49321
C -0.76989 3.32162 4.17433
H -5.47824 -4.17123 0.29345
H 3.82632 -0.47975 0.03847
H -2.30525 3.72129 5.60904
H -1.16966 -3.85778 2.85040
H 1.67267 3.41766 7.17188
C 0.35131 -1.20995 -1.31832
C -0.09075 -1.42577 5.67639
C 2.35812 2.13150 -5.51815
C 0.78899 -2.26060 -2.07218
C 0.61052 3.10795 3.96816
H 2.48071 2.24797 -6.59658
C 1.31687 -1.98926 5.47526
C 0.50793 2.62826 -2.93698
C -2.79889 2.70030 -0.57967
F 0.74976 -3.52645 -1.55461
H 0.55197 -3.09843 -5.59880
H 3.02465 1.34346 -5.16387
C -1.24895 3.56670 5.45951
C 3.98233 2.70479 -1.06652
H 1.65416 -0.70330 -4.94641
O -3.43538 4.33434 3.72259
H 0.26486 2.63034 -5.44935
N 3.05367 -5.38683 -5.36015
H -1.72731 -3.34491 5.80630
N -1.51397 3.23796 2.99713
H -4.13697 3.17276 -2.17405
C 0.90789 1.79388 -5.17062
O -2.67526 0.51380 1.64596
V -0.67177 2.28461 1.56124
H -4.87214 4.90593 1.69222
H 2.76966 -3.65962 -6.52956
H 0.56676 3.60781 -3.39272
H -2.78249 -2.89265 4.45461
H -1.75098 -5.08742 3.99174
N -2.10351 -1.50459 2.64064
N 0.96084 2.77655 2.65093
H -2.80952 -0.18735 -0.89898
C 2.21401 3.05620 2.24161
N -1.03089 -1.79490 4.62955
C 0.80248 0.27306 -3.21615
C -3.20241 3.62063 1.46930
H 3.08893 4.33313 0.02409
C -4.31596 4.29565 0.99432
C 1.47994 3.15736 5.05420
H 4.37257 3.32119 -1.86836
N -2.43096 2.84902 0.69336
H 0.57100 0.91525 -5.72349
C 0.24051 2.53018 -1.61808
H 4.39147 -3.90363 -4.68069
O -0.03512 3.77784 0.42150
C 1.30739 -2.10725 -3.35063
H -0.03297 -0.33785 5.69154
N 2.96854 1.12350 0.98158
H -5.36032 -3.43709 -2.06312
H -0.12838 -4.38941 4.18235
C 0.11232 3.84195 -0.84592
C -4.06456 -1.77778 -1.63577
C -4.87549 -3.31102 0.02605
C 2.76188 2.43799 0.97362
H 2.53446 2.99522 4.89655
C -4.66803 4.16570 -0.33365
H 3.70673 -5.82966 -6.00156
C -2.66954 -0.72033 1.71766
S -0.10976 0.25201 3.21251
C 3.78839 -4.69706 -4.24511
H 4.42697 -5.42439 -3.74342
C 1.17978 -3.83039 -5.09325
C 3.67904 0.59601 -0.00935
H -4.17734 -2.94684 2.03444
C -4.16745 -2.62535 1.00171
O 0.20016 4.88514 -1.49854
C 1.27388 -0.81096 -3.93780
C 3.26752 3.26771 -0.02790
H 2.46788 -6.11085 -4.93725
H 1.63630 -4.99292 -6.88581
C -4.81762 -2.89404 -1.29807
H -2.20031 2.03603 -1.18548
H 1.30967 -3.08182 5.48351
H -0.50223 -1.77061 6.62944
C -1.17455 -1.04628 3.48793
H -4.01499 -1.45404 -2.66927
H -0.74623 3.77957 7.53111
H 2.64364 3.06099 -5.02478
C -2.74221 3.76131 2.87944
N 1.94862 -3.16532 -4.06901
H 2.14774 -4.92160 -2.87373
C -3.42219 -1.49858 0.66822
C 4.20789 1.33427 -1.05596
C 2.14901 -4.44203 -6.09806
H 0.51984 -4.62347 -4.69202
N 0.72225 1.54675 -3.75693
C 2.74304 -4.10160 -3.31201
C -3.38516 -1.07204 -0.65428
H 4.78307 0.85133 -1.83753
C 0.98961 3.40055 6.32991
H 1.97961 -1.63839 6.26936
C -1.15794 -4.17467 3.89206
C 0.40286 0.10621 -1.86304
O -0.19749 1.01065 0.19752
H -5.52611 4.68783 -0.73630
C -3.89288 3.33258 -1.13251
C 0.12123 1.21646 -1.02415
H 1.70115 -1.63364 4.52032
H -0.01155 -1.34543 -0.30705
*
```

<S²> = 3.787
Calculated total energy = -113372.56958 eV
Energy above the lowest of the compared OMol25 structures with the same formula, charge and spin = 52.7 kJ/mol
Lowest unoccupied orbital energy (spin up / spin down) = -0.0047 / -0.0060 Eh